Record 1
C5H6FNO2 | the ωB97M-V functional and the def2-TZVPD basis

Properties
Kohn-Sham gap (spin up / spin down) = 7.38 / 7.39 eV
energy relative to the best compared isomer or geometry (same formula, charge and spin) = 3.5113 eV
LUMO energy (spin up / spin down) = -0.058 / -0.058 hartree
DFT total energy = -13580.7460 eV
HOMO energy (spin up / spin down) = -9.0 / -9.0 eV

Each line ends with the Mulliken charge.
Cartesian coordinates (Å):
1 C -1.119 -1.318 0.695  0.539
2 C 1.230 -0.673 0.913  0.649
3 C -2.237 -1.127 1.443  -0.777
4 C -1.076 -0.903 -0.640  0.099
5 C 1.672 1.354 -0.379  -0.886
6 N 0.768 0.326 0.131  -0.334
7 O 2.357 -0.727 1.348  -0.587
8 O 0.177 -1.672 1.099  -0.373
9 F -1.941 -0.014 -1.114  -0.201
10 H -2.339 -1.285 2.470  0.358
11 H -3.102 -0.680 0.864  0.202
12 H -0.620 -1.452 -1.399  0.401
13 H 1.867 1.099 -1.382  0.300
14 H 1.234 2.283 -0.230  0.310
15 H 2.625 1.194 0.175  0.300

Force components x, y, z for each atom (eV/Å):
C 0.6 0.8 2.6
C -0.6 1.8 -1.9
C 0.4 0.7 -3.0
C 0.9 3.6 -0.6
C 0.7 -3.0 1.3
N -2.4 -1.8 0.1
O -1.0 -1.4 0.7
O -0.2 -0.4 0.9
F 0.3 -0.9 0.4
H 0.1 -0.4 1.3
H 1.0 -0.9 0.9
H 1.0 -0.8 -1.1
H 0.3 0.3 -1.5
H -0.5 1.8 0.1
H -0.5 0.5 -0.3

=====

Record 2
C5H6HgO4 | the ωB97M-V functional and the def2-TZVPD basis

Properties
spin multiplicity = 3
Kohn-Sham gap (spin up / spin down) = 8.81 / 5.43 eV
energy relative to the best compared isomer or geometry (same formula, charge and spin) = 0.0000 eV
LUMO energy (spin up / spin down) = 0.017 / -0.088 hartree
DFT total energy = -17641.5772 eV
HOMO energy (spin up / spin down) = -8.3 / -7.8 eV

Each line ends with the Mulliken charge.
Cartesian coordinates (Å):
1 C 3.696 0.730 0.083  -0.600
2 H 4.443 0.737 -0.720  0.336
3 H 3.789 1.518 0.846  0.279
4 C 2.707 -0.141 0.122  -0.335
5 H 1.858 -0.318 0.791  0.355
6 H -0.729 -1.596 -1.619  0.315
7 C -0.595 -0.504 -1.492  -0.122
8 C -1.526 0.128 -0.722  -0.135
9 O -2.498 -0.636 -0.058  -0.319
10 C -2.509 -0.598 1.262  0.689
11 O -1.690 -0.064 1.971  -0.539
12 O -3.652 -1.123 1.687  -0.444
13 O 0.195 0.128 -2.318  -0.640
14 H -1.569 1.207 -0.563  0.339
15 H -3.652 -1.152 2.651  0.363
16 Hg 1.733 1.682 -1.922  0.459

Force components x, y, z for each atom (eV/Å):
C -0.2 -0.2 -0.1
H -0.2 -0.1 0.3
H 0.0 -0.3 -0.2
C 0.2 0.4 0.6
H 0.3 0.0 -0.4
H 0.6 0.3 0.3
C -1.8 0.5 0.1
C 0.8 -0.4 0.0
O 0.2 -0.1 -0.7
C 0.3 1.4 0.7
O 0.0 -0.5 -0.2
O -0.5 -0.7 0.0
O 0.4 -0.2 -0.3
H 0.0 -0.4 0.0
H 0.2 0.2 0.0
Hg -0.2 0.0 0.0

=====

Record 3
C5H6I2 | the ωB97M-V functional and the def2-TZVPD basis

Properties
Kohn-Sham gap = 9.38 eV
SMILES = C=C(I)C/C=C/I
energy relative to the best compared isomer or geometry (same formula, charge and spin) = 0.7930 eV
LUMO energy = 0.012 hartree
DFT total energy = -21481.2553 eV
HOMO energy = -9.1 eV

Each line ends with the Mulliken charge.
Cartesian coordinates (Å):
1 C 0.564 1.196 0.115  -0.496
2 C 0.202 2.310 0.756  -0.557
3 C 1.187 -0.107 0.518  -0.211
4 C 0.319 -1.310 0.270  -0.120
5 C -0.948 -1.281 0.441  -0.664
6 I -0.957 3.875 0.099  0.060
7 I 1.299 -3.159 -0.133  0.056
8 H 0.206 1.065 -0.857  0.409
9 H 2.103 -0.200 -0.182  0.290
10 H 1.487 -0.014 1.645  0.264
11 H -1.529 -2.157 0.509  0.287
12 H -1.588 -0.420 0.486  0.311
13 H 0.704 2.716 1.627  0.371

Force components x, y, z for each atom (eV/Å):
C -1.3 0.1 0.5
C 1.8 -0.2 0.4
C 2.9 1.0 0.7
C 2.5 0.3 0.5
C -2.9 -0.2 0.0
I -0.4 0.2 -0.6
I -0.2 0.6 0.3
H -0.9 0.2 -1.6
H -1.0 0.1 1.5
H -0.2 -0.7 -2.1
H -0.5 -1.2 -0.3
H 0.4 0.8 0.4
H -0.3 -0.9 0.5

=====

Record 4
C5H6IN | the ωB97M-V functional and the def2-TZVPD basis

Properties
Kohn-Sham gap = 8.84 eV
energy relative to the best compared isomer or geometry (same formula, charge and spin) = 3.4206 eV
LUMO energy = 0.003 hartree
DFT total energy = -14868.7549 eV
HOMO energy = -8.8 eV

Each line ends with the Mulliken charge.
Cartesian coordinates (Å):
1 C -1.326 1.104 -0.392  -0.199
2 C -1.130 -0.080 -0.884  -0.570
3 C 0.669 -1.332 0.641  0.002
4 C 0.055 1.469 0.030  -0.557
5 C 0.311 -0.374 -0.540  -0.199
6 N 0.856 -0.961 1.821  -0.555
7 I 1.698 -0.622 -2.216  0.053
8 H -1.989 1.923 -0.461  0.387
9 H -1.803 -0.769 -1.379  0.428
10 H 0.301 -2.286 0.330  0.383
11 H 0.682 2.244 -0.480  0.263
12 H 0.312 1.360 1.039  0.294
13 H 1.364 -1.677 2.490  0.271

Force components x, y, z for each atom (eV/Å):
C 1.6 2.4 -0.2
C -0.4 -2.6 -0.7
C -2.4 0.9 -1.6
C 2.1 -3.1 -1.6
C 0.5 3.9 1.7
N 3.2 -0.3 1.6
I -0.7 0.0 0.8
H -1.7 -0.1 0.0
H -0.2 0.0 0.0
H 1.0 -1.7 -0.1
H -0.8 -0.8 0.1
H 0.1 0.4 1.6
H -2.3 1.2 -1.7

=====

Record 5
C5H6LiO4Rb | the ωB97M-V functional and the def2-TZVPD basis

Properties
spin multiplicity = 2
Kohn-Sham gap (spin up / spin down) = 2.95 / 3.77 eV
charge = -1
energy relative to the best compared isomer or geometry (same formula, charge and spin) = 0.6657 eV
LUMO energy (spin up / spin down) = 0.043 / 0.037 hartree
DFT total energy = -14332.0450 eV
HOMO energy (spin up / spin down) = -1.8 / -2.8 eV

Each line ends with the Mulliken charge.
Cartesian coordinates (Å):
1 C 0.539 -1.143 0.503  -0.498
2 C -0.953 -1.325 0.189  -0.295
3 C -1.733 -0.061 0.394  -0.640
4 C -2.263 0.674 -0.632  -0.208
5 O -2.524 1.943 -0.608  -0.827
6 O 1.145 -0.149 -0.270  -0.585
7 Rb 4.003 -0.068 -2.223  0.984
8 Li -0.317 1.758 -0.066  0.944
9 H 1.051 -2.118 0.382  0.231
10 H 0.642 -0.882 1.575  0.222
11 H -1.327 -2.152 0.818  0.256
12 H -1.057 -1.656 -0.858  0.211
13 H -1.721 0.392 1.397  0.358
14 H -2.264 0.181 -1.632  0.214
15 O 1.341 2.090 0.754  -0.782
16 O 3.177 1.296 -0.310  -0.615
17 C 2.262 1.220 0.587  0.030

Force components x, y, z for each atom (eV/Å):
C 0.5 0.7 -0.2
C -0.4 -0.3 0.1
C -0.2 0.0 0.0
C 1.0 0.6 0.1
O 0.1 -0.2 0.0
O -0.3 -1.0 -0.3
Rb -0.6 0.0 0.4
Li 0.0 -0.5 0.1
H 0.0 -0.2 0.0
H -0.1 -0.1 0.0
H 0.0 0.0 0.0
H 0.0 0.1 0.2
H 0.1 -0.1 -0.3
H -0.2 -0.1 0.2
O 1.1 -0.5 0.7
O 0.1 0.1 1.5
C -1.1 1.5 -2.3

=====

Record 6
C5H6N | the ωB97M-V functional and the def2-TZVPD basis

Properties
Kohn-Sham gap = 9.73 eV
SMILES = CC#C[NH+]1C=C1
charge = +1
energy relative to the best compared isomer or geometry (same formula, charge and spin) = 6.0040 eV
LUMO energy = -0.156 hartree
DFT total energy = -6759.1735 eV
HOMO energy = -14.0 eV

Each line ends with the Mulliken charge.
Cartesian coordinates (Å):
1 C -1.186 -0.072 0.039  0.343
2 C 0.078 -0.272 -0.140  0.183
3 C 2.371 0.159 0.757  -0.114
4 C 2.379 0.551 -0.444  -0.196
5 C -2.606 0.112 0.072  -1.142
6 N 1.384 -0.566 -0.194  -0.203
7 H 2.406 -0.056 1.809  0.428
8 H 2.513 1.082 -1.310  0.448
9 H -2.919 0.938 -0.625  0.283
10 H -2.987 -0.839 -0.294  0.297
11 H -3.181 0.340 1.054  0.310
12 H 1.748 -1.377 -0.723  0.364

Force components x, y, z for each atom (eV/Å):
C 8.2 -0.9 -0.6
C -9.4 1.2 1.1
C -0.5 -0.9 -0.2
C -0.6 -0.6 1.9
C -2.0 1.1 0.4
N 2.5 -0.1 -1.0
H 0.5 0.4 0.1
H 0.6 1.3 -1.7
H 0.4 -0.9 0.5
H -0.4 0.0 -0.2
H 1.7 -0.5 -1.3
H -0.8 0.0 0.9

=====

Record 7
C5H6N | the ωB97M-V functional and the def2-TZVPD basis

Properties
Kohn-Sham gap = 7.80 eV
charge = +1
energy relative to the best compared isomer or geometry (same formula, charge and spin) = 9.2022 eV
LUMO energy = -0.234 hartree
DFT total energy = -6755.9753 eV
HOMO energy = -14.2 eV

Each line ends with the Mulliken charge.
Cartesian coordinates (Å):
1 C 2.014 0.173 0.480  -0.350
2 C 0.782 -0.128 0.435  0.527
3 C 3.242 0.689 0.387  -0.553
4 C -2.048 0.362 -0.113  -0.078
5 C -1.417 -0.604 0.799  -0.072
6 N -1.838 -1.080 -0.573  -0.182
7 H 3.947 0.161 -0.176  0.276
8 H 3.549 1.600 0.866  0.282
9 H -3.045 0.547 0.065  0.289
10 H -1.522 1.306 -0.512  0.224
11 H -2.570 -1.675 -0.365  0.295
12 H -1.094 -1.351 -1.292  0.341

Force components x, y, z for each atom (eV/Å):
C -0.8 0.4 0.2
C -0.5 -0.1 0.0
C -1.4 -0.3 0.5
C 2.5 0.5 -0.8
C 2.2 0.7 0.9
N 3.3 2.5 -1.8
H 1.2 -0.6 -0.8
H -0.1 0.3 0.2
H -2.2 0.3 0.5
H -0.6 -2.2 0.1
H -2.0 -1.8 -0.4
H -1.6 0.4 1.4

=====

Record 8
C5H6N | the ωB97M-V functional and the def2-TZVPD basis

Properties
Kohn-Sham gap (spin up / spin down) = 6.68 / 6.71 eV
charge = +1
energy relative to the best compared isomer or geometry (same formula, charge and spin) = 7.1724 eV
LUMO energy (spin up / spin down) = -0.258 / -0.260 hartree
DFT total energy = -6758.0051 eV
HOMO energy (spin up / spin down) = -13.7 / -13.8 eV

Each line ends with the Mulliken charge.
Cartesian coordinates (Å):
1 C 0.420 1.241 0.451  -0.270
2 C 2.232 -0.275 -0.056  -0.582
3 C 3.321 0.242 -0.195  0.107
4 C 1.018 -0.848 -0.150  0.234
5 C -1.381 -0.097 -0.260  -0.776
6 N 0.033 0.047 0.044  0.131
7 H -0.225 2.116 0.547  0.267
8 H 4.312 0.662 -0.054  0.414
9 H 0.861 -1.861 -0.208  0.510
10 H -1.809 0.934 -0.445  0.310
11 H -1.446 -0.726 -1.166  0.351
12 H -1.890 -0.624 0.680  0.303

Force components x, y, z for each atom (eV/Å):
C 1.5 1.1 0.5
C 2.5 0.4 -0.6
C 0.5 -0.2 0.9
C -1.1 2.1 1.0
C -2.1 -1.5 1.1
N -0.8 0.9 -0.3
H -0.4 -0.5 -0.1
H -0.5 -0.1 -0.5
H -0.6 -2.2 -0.6
H 0.4 -1.5 0.3
H -0.4 0.3 0.5
H 0.8 1.2 -2.2

=====

Record 9
C5H6N | the ωB97M-V functional and the def2-TZVPD basis

Properties
Kohn-Sham gap = 8.28 eV
charge = +1
energy relative to the best compared isomer or geometry (same formula, charge and spin) = 9.9923 eV
LUMO energy = -0.242 hartree
DFT total energy = -6755.1852 eV
HOMO energy = -14.9 eV

Each line ends with the Mulliken charge.
Cartesian coordinates (Å):
1 C 1.520 -0.147 -0.267  0.226
2 C 2.573 -0.840 -0.250  -0.275
3 C -1.658 -0.898 -0.212  -0.698
4 C -0.741 -0.166 0.523  0.362
5 C 1.244 1.327 0.197  -0.246
6 N 0.209 0.488 -0.253  -0.226
7 H -2.276 -1.672 0.223  0.371
8 H -2.088 -0.644 -1.242  0.314
9 H -0.909 -0.258 1.632  0.336
10 H 1.369 1.380 1.245  0.293
11 H 1.636 2.165 -0.361  0.280
12 H -0.877 -0.736 -1.235  0.264

Force components x, y, z for each atom (eV/Å):
C -2.2 2.7 0.0
C 1.4 -1.0 0.0
C 1.6 1.1 -1.2
C -2.4 -0.8 0.2
C 1.4 -1.1 0.5
N -0.1 -0.7 -0.6
H 0.3 -0.4 -0.2
H 0.0 0.8 0.6
H 1.1 0.7 -0.8
H 0.0 0.3 1.1
H -0.4 -0.1 -0.6
H -0.7 -1.5 1.0

=====

Record 10
C5H6N | the ωB97M-V functional and the def2-TZVPD basis

Properties
Kohn-Sham gap = 6.76 eV
charge = +1
energy relative to the best compared isomer or geometry (same formula, charge and spin) = 6.3400 eV
LUMO energy = -0.239 hartree
DFT total energy = -6758.8376 eV
HOMO energy = -13.3 eV

Each line ends with the Mulliken charge.
Cartesian coordinates (Å):
1 C 0.891 -0.100 0.163  -0.059
2 C -3.935 0.279 -0.026  -0.293
3 C -3.865 -0.871 -0.386  -0.428
4 C 3.176 -0.071 -0.312  -0.038
5 C -0.230 -0.372 0.514  -0.203
6 N 2.011 0.558 -0.224  -0.034
7 H -3.973 1.366 0.172  0.367
8 H 1.876 1.570 -0.334  0.332
9 H -4.099 -1.784 -0.785  0.370
10 H 4.108 0.413 -0.568  0.275
11 H 3.128 -1.054 -0.214  0.306
12 H -0.816 -1.107 0.942  0.406

Force components x, y, z for each atom (eV/Å):
C -0.9 0.7 -0.1
C 0.3 0.6 -0.2
C -0.3 2.7 0.8
C -2.1 5.2 -0.8
C 2.1 -0.4 -0.4
N 2.4 -0.9 0.1
H 0.1 -1.4 0.0
H 0.6 -0.2 -0.1
H 0.0 -1.9 -0.6
H -0.2 0.4 0.0
H -0.1 -4.3 0.7
H -1.9 -0.5 0.6

=====

Record 11
C5H6N | the ωB97M-V functional and the def2-TZVPD basis

Properties
Kohn-Sham gap (spin up / spin down) = 8.66 / 8.67 eV
charge = +1
energy relative to the best compared isomer or geometry (same formula, charge and spin) = 7.7928 eV
LUMO energy (spin up / spin down) = -0.211 / -0.211 hartree
DFT total energy = -6757.3848 eV
HOMO energy (spin up / spin down) = -14.4 / -14.4 eV

Each line ends with the Mulliken charge.
Cartesian coordinates (Å):
1 C 1.454 0.515 0.598  -0.263
2 C 0.485 0.688 -0.597  0.121
3 C 1.673 -0.815 0.363  0.150
4 C -0.450 -0.343 -0.198  0.116
5 C -1.891 -0.305 -0.153  -1.129
6 N 1.809 0.061 -0.727  -0.364
7 H 1.781 1.349 1.227  0.414
8 H 0.209 1.545 -1.073  0.479
9 H 1.886 -1.825 0.668  0.424
10 H -2.433 0.575 -0.511  0.373
11 H -2.169 -0.217 0.882  0.341
12 H -2.354 -1.228 -0.478  0.339

Force components x, y, z for each atom (eV/Å):
C -0.3 3.1 2.3
C 0.2 -3.7 1.5
C -4.1 -1.1 -1.0
C 1.7 -1.0 0.1
C -0.2 0.8 0.2
N 1.1 0.3 -1.9
H 0.1 -0.5 -0.3
H 0.1 2.6 -1.3
H 0.8 0.2 0.0
H 0.4 0.1 -0.8
H 0.0 -0.4 1.2
H 0.1 -0.3 -0.2

=====

Record 12
C5H6N | the ωB97M-V functional and the def2-TZVPD basis

Properties
Kohn-Sham gap (spin up / spin down) = 7.84 / 7.74 eV
SMILES = C=C1CC=C=[NH+]1
charge = +1
energy relative to the best compared isomer or geometry (same formula, charge and spin) = 5.2683 eV
LUMO energy (spin up / spin down) = -0.234 / -0.267 hartree
DFT total energy = -6759.9092 eV
HOMO energy (spin up / spin down) = -14.2 / -15.0 eV

Each line ends with the Mulliken charge.
Cartesian coordinates (Å):
1 C -1.881 0.443 0.199  -0.312
2 C -1.914 -0.872 -0.048  0.122
3 C -0.554 0.860 -0.240  -0.347
4 C 1.499 -0.633 0.073  -0.753
5 C 0.167 -0.425 0.058  0.442
6 N -0.737 -1.471 -0.103  -0.072
7 H -2.690 1.146 0.305  0.402
8 H -0.250 1.328 -1.292  0.326
9 H -0.192 1.744 0.482  0.307
10 H 2.357 0.055 -0.190  0.279
11 H 1.867 -1.652 0.079  0.285
12 H -0.593 -2.510 -0.341  0.321

Force components x, y, z for each atom (eV/Å):
C -1.8 1.9 -2.2
C -1.3 -1.7 0.6
C 2.5 2.9 1.6
C 1.0 -0.2 -1.0
C 3.9 0.0 -1.9
N -0.6 -1.4 0.3
H -0.2 -0.3 0.5
H -1.1 -1.2 1.8
H -0.7 -1.9 -1.3
H -1.6 -0.2 0.8
H -0.1 -0.2 0.4
H 0.0 2.3 0.5